72
Properties=species:S:1:pos:R:3:forces:R:3:lowdin_charge:R:1 method="wB97M-V/def2-TZVPD" de_lowest_kj_mol=133.7 smiles="NC(N)=O.NC(N)=O.NC(N)=O.NC(N)=O.NC(N)=O.NC(N)=O.NC(N)=O.NC(N)=O.NC(N)=O" energy_ev=-55175.749 lumo_energy_ev=-0.4
N -1.3341 0.4058 5.2907 -0.3706 -0.4742 -0.7245 0.1643
C -1.9246 0.1355 4.0888 0.8909 0.3142 -1.2618 -0.6549
N -2.1382 -1.1867 3.8329 0.0759 0.1482 0.4673 0.1670
O -2.0971 0.9916 3.2258 -0.6652 -0.0939 0.3840 0.0094
H -1.5392 1.3223 5.6458 0.3275 -0.0979 0.4676 0.1139
H -1.1780 -0.4194 5.8389 -0.0956 0.5794 0.9058 0.0901
H -2.5230 -1.4587 2.9472 0.0782 -0.1688 -0.0097 0.1027
H -1.7833 -1.8618 4.4835 -0.3109 -0.3603 -0.2110 0.0949
N 0.4695 -0.6642 0.9787 -0.3449 -0.6613 0.0414 0.1760
C -0.4989 -0.7447 0.0134 1.5674 0.2132 1.0237 -0.6239
N -1.7102 -0.3065 0.4449 -0.6007 -0.8208 -1.3606 0.1797
O -0.1995 -1.1644 -1.1009 -0.9404 0.2899 -0.0181 0.0102
H 1.4304 -0.6392 0.6797 0.0419 -0.1069 0.1374 0.0882
H 0.2005 -0.4080 1.9095 0.3496 0.5403 -0.0328 0.0736
H -1.9306 -0.1534 1.4127 0.1360 0.5313 -0.0856 0.0441
H -2.4442 -0.3760 -0.2435 -0.1897 -0.0911 0.2909 0.0937
N -4.1382 1.2197 -4.6592 -0.2946 -0.4617 -0.6472 0.1779
C -3.9244 0.0031 -4.0917 0.5899 1.2748 0.4502 -0.6648
N -3.8060 -0.9951 -4.9987 -0.2368 -0.3105 -0.1603 0.1545
O -3.7221 -0.1373 -2.8976 0.0320 -0.6507 0.3159 0.0160
H -4.3824 1.2000 -5.6325 0.0507 0.6711 0.0440 0.0950
H -4.0917 2.0802 -4.1500 -0.1752 -0.0563 0.2363 0.1117
H -4.1776 -0.8096 -5.9134 0.1002 -0.5458 -0.0983 0.1031
H -3.7812 -1.9284 -4.6287 -0.1198 -0.1301 -0.1823 0.1158
N -0.0734 4.5500 0.1885 0.1700 -0.8276 -0.0356 0.1618
C -0.5976 3.4045 0.7100 -0.6356 -0.5810 0.1082 -0.6682
N -1.7605 3.5292 1.4372 0.2608 0.2388 -0.5930 0.1377
O -0.1117 2.3048 0.5263 0.4566 0.1653 0.0915 0.0385
H 0.8883 4.3841 -0.0623 0.0016 0.7109 -0.2950 0.1121
H -0.4774 5.4489 0.3569 0.3463 0.1923 0.0671 0.0914
H -1.9764 2.7255 2.0106 -0.1656 0.2766 0.2841 0.0620
H -2.1221 4.4571 1.5597 -0.2471 -0.1756 0.5974 0.0944
N 4.2832 -2.8930 -2.4993 -0.2597 -0.8529 0.0215 0.1611
C 3.7700 -2.5769 -1.2824 0.6000 1.5569 1.8423 -0.6542
N 3.2626 -3.5546 -0.4827 0.1693 -0.5918 -1.3487 0.1733
O 3.8555 -1.4369 -0.8175 -0.2918 -0.1564 -0.7882 -0.0120
H 4.2125 -3.8467 -2.8090 -0.0184 0.1316 -0.3354 0.0996
H 4.4097 -2.1635 -3.1758 0.0535 0.0920 0.0714 0.1117
H 3.4066 -4.4891 -0.8271 -0.2762 -0.2076 0.6107 0.0955
H 3.1981 -3.3277 0.4994 0.0539 -0.0192 -0.0502 0.0713
N -0.8166 -1.5076 -3.8696 -1.1794 0.1857 -0.3979 0.1585
C 0.3297 -1.9814 -4.4259 0.0309 0.0920 1.1866 -0.6848
N 1.2150 -2.2817 -3.4174 -0.1384 -0.3631 -0.9991 0.1475
O 0.5753 -2.1381 -5.6100 -0.1582 0.1449 -0.1894 0.0062
H -1.5559 -1.0952 -4.4093 0.2581 -0.1997 -0.3639 0.0607
H -0.9587 -1.5029 -2.8679 0.3158 0.2029 -0.1101 0.0560
H 2.1136 -2.5545 -3.7640 0.1736 0.0107 0.5837 0.0667
H 0.9598 -2.0053 -2.4805 0.6859 -0.0091 0.1360 0.0543
N 2.0145 -2.0061 3.8845 0.1836 -0.3094 -0.3432 0.1666
C 3.2356 -1.9218 3.2947 0.6530 0.9665 0.2542 -0.6503
N 4.3057 -1.6228 4.1209 -0.2507 -0.3230 -0.4563 0.1547
O 3.4038 -1.9455 2.0837 -0.3838 -0.6199 0.0487 -0.0024
H 1.2831 -2.3359 3.2782 -0.2361 0.1304 0.2183 0.0953
H 1.9041 -1.8714 4.8700 -0.1861 -0.1158 0.0230 0.0942
H 5.1497 -1.7018 3.5726 0.1944 0.1496 0.3372 0.1085
H 4.3465 -1.9741 5.0630 -0.0357 -0.0290 -0.0197 0.0922
N 4.8507 1.1379 -0.4547 0.0803 0.4740 0.0940 0.1542
C 4.5025 1.8373 0.6569 0.8396 -0.5409 0.8733 -0.6846
N 3.9498 1.0029 1.6029 0.1167 0.1943 -0.3427 0.1518
O 4.7725 3.0042 0.9039 -0.5226 0.2344 -0.5493 -0.0031
H 5.1705 1.6409 -1.2596 0.1381 -0.1277 0.0167 0.1006
H 4.7558 0.1311 -0.4298 -0.1618 0.2408 -0.7229 0.0431
H 3.7876 0.0427 1.3394 -0.3902 0.0419 0.4391 0.0412
H 3.5423 1.4477 2.4023 -0.0653 -0.2317 0.0932 0.0956
N -3.8109 1.7265 -0.8207 0.2051 0.1196 -0.1192 0.1552
C -4.9061 2.5005 -0.5684 -0.9736 -1.3435 -0.5643 -0.6871
N -4.8203 3.2342 0.5690 1.1073 0.3458 0.4392 0.1506
O -5.9078 2.4253 -1.2734 0.1083 0.4340 0.1561 0.0004
H -3.8574 1.0495 -1.5867 0.0142 0.4006 0.1228 0.0444
H -2.9970 1.7364 -0.2295 0.0316 0.1195 -0.0526 0.0584
H -3.8990 3.2320 0.9762 -0.3041 0.2392 0.3439 0.0427
H -5.5815 3.6766 1.0407 -0.2636 0.0015 -0.3554 0.0985